Computed, not measured: a single C7H11N molecule at a distorted geometry, with ωB97M-V/def2-TZVPD.

```
19
Properties=species:S:1:pos:R:3
N 0.61 1.93 -0.23
C -1.81 -0.86 0.37
C 0.69 -1.45 -0.21
C -1.88 0.69 0.23
C -0.34 0.90 0.23
C 1.84 1.13 -0.10
C -0.71 -1.70 0.20
C 1.63 -0.48 -0.28
H -2.74 -1.52 0.49
H 0.02 0.51 1.18
H 0.36 2.01 -1.23
H -2.59 1.05 1.13
H 2.27 1.24 0.88
H 2.44 1.49 -0.89
H 2.65 -0.83 -0.58
H 1.24 -2.48 -0.49
H -0.27 0.10 -0.54
H -0.98 -2.70 0.50
H -2.42 0.98 -0.66
```

The calculation puts the energy above the lowest of the compared OMol25 structures with the same formula, charge and spin at 506.7 kJ/mol. The value obtained for the maximum force is 4.2 eV/Å. Its SMILES is C1=C\CCNC\C=C/1. As for the frontier orbital gap: 9.43 eV. The value obtained for the molar mass is 109.17 u. Its net charge is 0.



Computed, not measured: a molecular structure, C5H10Cl10F6O4P2V2 at a distorted geometry, with ωB97M-V/def2-TZVPD.

```
39
Properties=species:S:1:pos:R:3
V 2.32 -0.22 -0.26
V -0.35 -1.83 -2.35
Cl 1.14 -0.95 2.71
Cl 0.57 1.25 4.56
Cl 0.07 -4.50 -0.26
Cl -0.45 1.82 -5.37
Cl -0.42 -5.25 2.48
Cl -2.13 5.20 0.80
Cl -1.85 3.88 -3.94
Cl -6.19 0.72 -0.30
Cl -4.64 2.47 -1.99
Cl -2.49 3.02 2.71
P 0.02 0.10 -0.96
P 4.65 -1.87 0.42
F 4.23 -0.42 1.10
F 3.03 -2.18 0.46
F 4.42 -1.08 -0.98
F 4.93 -3.23 -0.35
F 6.19 -1.43 0.37
F 4.85 -2.54 1.84
O 1.12 -0.24 -2.04
O -1.33 -0.14 -1.63
O 0.49 -1.35 -0.49
O 0.67 1.06 0.02
C -1.55 3.63 1.31
C -1.22 2.20 -3.83
C 0.54 -4.23 1.41
C 0.06 0.39 3.13
C -4.63 0.96 -1.00
H -2.04 1.51 -3.64
H -0.50 3.64 1.56
H 1.59 -4.47 1.56
H -0.60 2.12 -2.94
H -4.37 0.15 -1.67
H -3.82 1.00 -0.29
H -0.90 -0.04 3.39
H -1.72 2.95 0.48
H -0.08 1.07 2.31
H 0.38 -3.19 1.67
```

The calculation puts the energy above the lowest of the compared OMol25 structures with the same formula, charge and spin at 0.0 kJ/mol. Its spin multiplicity is 7. The value obtained for the maximum force is 5.8 eV/Å. As for the frontier orbital gap (spin up / spin down): 6.88 / 7.55 eV. The value obtained for the molar mass is 766.49 u. Its net charge is 0.



Computed, not measured: a molecular structure, C5H10O at a distorted geometry, with ωB97M-V/def2-TZVPD.

```
16
Properties=species:S:1:pos:R:3
O -0.78 -1.47 0.48
C 0.78 0.85 0.88
C -0.03 -1.62 -1.75
C 0.29 0.43 -0.45
C -0.36 1.34 1.77
C -0.42 -0.81 -0.53
H 0.70 0.92 -1.33
H 0.74 -2.28 -1.34
H -1.22 0.07 -1.18
H 1.58 1.59 0.78
H 0.02 1.58 2.76
H 0.33 -1.12 -2.65
H -1.11 0.56 1.86
H 1.18 -0.06 1.35
H -0.90 -2.22 -1.96
H -0.81 2.23 1.32
```

The calculation puts the energy above the lowest of the compared OMol25 structures with the same formula, charge and spin at 348.5 kJ/mol. The value obtained for the maximum force is 1.6 eV/Å. As for the frontier orbital gap: 8.38 eV. The value obtained for the molar mass is 86.13 u. Its net charge is 0.



Computed, not measured: a molecular structure, C3H7FN2S at a distorted geometry, with ωB97M-V/def2-TZVPD.

```
14
Properties=species:S:1:pos:R:3
S 1.25 -1.08 1.09
F -1.76 2.02 0.50
N 0.14 0.15 1.04
N 1.24 -0.46 -1.68
C -1.50 1.14 -0.52
C -0.22 -0.73 -1.45
C -0.46 0.06 -0.09
H -2.51 0.84 -0.70
H -0.70 1.53 -1.36
H 1.74 -0.82 -0.73
H -0.60 -1.94 -1.45
H -0.78 -0.42 -2.42
H 0.74 -1.57 2.71
H 1.40 0.81 -1.23
```

The calculation puts the energy above the lowest of the compared OMol25 structures with the same formula, charge and spin at 606.8 kJ/mol. The value obtained for the maximum force is 6.4 eV/Å. As for the frontier orbital gap: 8.67 eV. The value obtained for the molar mass is 122.17 u. Its net charge is 0.



Computed, not measured: a molecular structure, C20H40P2PbSi at a distorted geometry, with ωB97M-V/def2-TZVPD.

```
64
Properties=species:S:1:pos:R:3
Pb -0.83 0.03 2.10
P 0.06 -1.41 -0.01
P -0.08 1.91 -0.11
Si -0.03 -0.01 6.97
C 1.45 0.99 7.53
C -0.04 -1.20 4.16
C -0.81 1.76 -4.74
C 1.24 0.91 -5.97
C -1.83 1.03 -5.56
C 0.01 -1.63 7.93
C -1.43 -0.39 -6.06
C -0.15 -0.51 -1.61
C -0.12 -0.39 5.14
C 0.52 1.72 -4.93
C 0.58 -1.33 -4.83
C 0.24 -2.56 3.67
C -1.47 1.02 7.55
C 1.08 3.31 -0.17
C -1.67 2.62 -0.67
C 1.79 -1.94 -0.17
C -0.99 -2.88 -0.20
C 1.63 -0.54 -5.56
C 0.39 0.93 -1.62
C -0.74 -1.27 -5.05
H 2.18 1.44 -6.21
H 1.95 -2.43 -1.15
H -2.43 1.84 -0.76
H 0.66 0.87 -6.90
H -0.77 -3.61 0.59
H 1.48 1.08 8.63
H -2.36 -0.90 -6.36
H -2.05 -2.58 -0.13
H 2.40 0.55 7.21
H -0.69 -3.11 3.45
H -1.37 2.03 7.14
H 1.49 0.96 -1.71
H -0.82 -0.29 -6.96
H 0.78 -3.14 4.44
H -1.23 2.43 -3.98
H -1.47 1.10 8.65
H 0.82 3.99 0.65
H 2.53 -0.50 -4.93
H 0.02 1.46 -2.52
H 1.01 3.84 -1.13
H 1.37 2.00 7.12
H 0.37 -1.08 -2.40
H -1.23 -0.51 -1.86
H -1.40 -1.95 -4.49
H 0.98 -2.06 -4.12
H -0.81 -3.34 -1.18
H -0.87 -2.25 7.72
H 1.17 2.36 -4.31
H 0.04 -1.42 9.01
H -2.75 0.95 -4.96
H -2.11 1.62 -6.45
H 2.10 2.93 -0.03
H 0.88 -2.56 2.76
H -2.00 3.36 0.07
H 2.03 -2.66 0.63
H 0.90 -2.23 7.68
H 2.45 -1.06 -0.10
H 1.94 -1.07 -6.48
H -1.55 3.12 -1.65
H -2.43 0.60 7.24
```

The calculation puts the energy above the lowest of the compared OMol25 structures with the same formula, charge and spin at 0.0 kJ/mol. The value obtained for the maximum force is 4.3 eV/Å. As for the frontier orbital gap: 5.54 eV. The value obtained for the molar mass is 577.77 u. Its net charge is +2.



Computed, not measured: a molecular structure, C24H43Cl26N3O5P2S at a distorted geometry, with ωB97M-V/def2-TZVPD.

```
104
Properties=species:S:1:pos:R:3
Cl 0.85 2.41 -7.20
Cl 11.82 -5.35 0.79
Cl -2.24 4.31 0.40
Cl 13.17 -8.07 -2.73
Cl 19.03 -12.24 0.33
Cl 15.20 -9.40 -1.11
Cl -5.05 10.14 -0.57
Cl -9.53 3.08 5.41
Cl -7.36 -0.36 4.73
Cl 18.82 -11.60 -2.51
Cl 6.55 -3.80 0.31
Cl 4.53 -2.45 -1.31
Cl -2.13 4.06 -5.11
Cl -6.21 11.07 1.95
Cl -11.83 1.90 6.77
Cl -3.98 6.41 1.44
Cl 0.09 2.07 4.65
Cl 9.14 -5.93 -0.20
Cl 1.58 -3.41 -2.28
Cl 2.86 6.36 1.79
Cl -0.52 -2.52 -4.10
Cl 4.06 5.50 -0.73
Cl -0.81 3.39 -9.39
Cl -3.79 5.04 -7.30
Cl -10.06 -0.92 3.78
Cl 1.74 1.07 6.83
S -3.41 2.62 -3.17
P 0.08 -0.34 -0.76
P 1.60 0.42 0.60
O 1.69 2.12 0.70
O 3.12 -0.11 -0.03
O -2.43 -2.52 2.17
O 1.52 -0.12 2.04
O -8.53 0.49 0.37
N -4.64 2.48 -1.98
N -4.62 -0.20 2.58
N -2.11 1.69 -2.49
C -3.99 1.64 -0.99
C -4.67 1.12 0.34
C -2.40 -0.30 1.04
C -1.96 -3.52 1.24
C -1.68 -1.28 2.08
C -6.72 -0.35 -1.17
C 13.80 -8.33 -1.09
C 5.15 -2.72 0.33
C 3.67 5.04 0.93
C -3.48 5.50 0.00
C -2.14 4.71 -6.76
C -8.66 0.15 3.65
C 0.28 -3.91 -3.37
C 1.73 1.74 5.20
C -1.66 0.16 -0.25
C -6.20 1.53 0.70
C -4.80 10.34 1.17
C 10.53 -4.85 -0.31
C 0.84 3.06 -8.84
C -2.50 1.11 -1.21
C 17.93 -12.01 -1.04
C -10.13 2.37 6.91
C -3.89 0.19 1.34
C -7.10 0.23 0.30
H -3.93 -0.42 3.33
H 2.19 1.02 4.52
H -0.83 -3.51 1.06
H -6.84 -0.59 1.05
H -5.12 0.63 2.96
H 5.44 -1.76 0.75
H -0.46 -4.49 -2.80
H -6.53 2.46 0.09
H -6.33 1.82 1.80
H -10.04 3.10 7.72
H 17.38 -12.93 -1.21
H 1.29 2.33 -9.51
H -2.48 -3.50 0.22
H -1.75 -0.79 3.13
H 4.36 -3.17 0.93
H -8.96 1.16 3.92
H -9.54 1.49 7.15
H -4.35 4.99 -0.41
H -1.69 3.98 -7.43
H 2.88 -0.79 -0.73
H 2.30 2.67 5.19
H -0.60 -1.51 1.79
H -8.30 0.14 2.63
H -6.70 0.50 -1.95
H 10.91 -4.87 -1.33
H -1.57 5.64 -6.78
H 14.09 -7.37 -0.67
H -8.99 -0.38 0.48
H 13.01 -8.78 -0.48
H 0.11 -1.77 -0.61
H -5.75 -0.96 -1.15
H 0.79 2.48 0.50
H -7.55 -1.09 -1.48
H -4.62 9.36 1.62
H 1.41 3.98 -8.86
H 10.22 -3.84 -0.05
H -2.20 -4.55 1.73
H 0.70 -4.53 -4.16
H -3.08 6.20 -0.74
H 3.01 4.18 0.91
H -3.93 10.98 1.33
H 17.24 -11.20 -0.81
H 4.59 4.80 1.46
```

The value obtained for the maximum force is 6.0 eV/Å. As for the frontier orbital gap: 6.78 eV. The value obtained for the molar mass is 1469.42 u. Its net charge is 0.